{
  "formula": "CH4N2S2",
  "method": "wB97M-V/def2-TZVPD",
  "symbols": ["S", "N", "C", "N", "S", "H", "H", "H", "H"],
  "xyz": [[2.403, -0.329, -0.081], [0.669, -0.473, -0.152], [0.126, 0.703, -0.183], [-1.229, 0.746, -0.104], [-2.093, -0.713, -0.183], [2.750, -1.585, -0.351], [0.715, 1.618, -0.247], [-1.745, 1.483, 0.420], [-1.595, -1.451, 0.881]],
  "nbo_charge": [0.120, -0.603, 0.225, -0.756, 0.188, 0.119, 0.180, 0.415, 0.112],
  "e_above_lowest_kcal_mol": 33.6,
  "lumo_ev": 0.715,
  "smiles": "S/N=C/NS",
  "e_homo_ev": -8.3412,
  "spin_multiplicity": 1,
  "e_tot_ev": -25751.03266,
  "homo_lumo_gap_ev": 9.06
}